The following is a quantum chemistry calculation of a cluster of 2 separate species, CH3Cl2OPS in total at a distorted geometry, from the OMol25 dataset.

Atoms and positions in Å:
C: 0.981 0.390 0.116
O: 0.753 -0.957 -0.251
P: -0.419 -1.949 0.294
S: -2.335 3.048 -0.299
Cl: -2.293 1.101 -0.227
Cl: 0.287 -3.709 -0.374
H: 1.216 0.176 1.179
H: -0.050 0.950 -0.044
H: 1.859 0.949 -0.397

As for the HOMO energy (alpha / beta): -9.785 / -7.505 eV. The electronic energy is -1774.983042 Ha. The HOMO-LUMO gap (alpha / beta) comes out at 9.2 / 4.8 eV. The energy relative to the best compared isomer or geometry (same formula, charge and spin) comes out at 473.2 kJ/mol.